Arrangement a

46
Properties=species:S:1:pos:R:3:lowdin_charge:R:1 method="wB97M-V/def2-TZVPD" e_lumo_ha="0.1001 / 0.1010" total_charge=-1 homo_ev="-4.29 / -4.04" homo_lumo_gap_ha="0.2576 / 0.2496"
Pt -1.067 -0.657 -1.323 1.17
O 3.642 -0.366 -1.757 0.05
C 3.925 -0.282 -0.445 -0.27
C 5.268 -0.242 -0.066 -0.03
C 5.618 -0.176 1.268 -0.11
C 4.636 -0.140 2.253 -0.11
C 3.304 -0.163 1.885 -0.04
C 2.925 -0.229 0.544 -0.08
C 1.488 -0.262 0.157 -0.44
O 1.212 -0.455 -1.091 -0.16
N 0.627 -0.071 1.127 0.06
N -0.660 -0.061 0.720 -0.14
C -1.599 -0.179 1.585 -0.09
C -3.020 -0.135 1.333 -0.14
C -3.848 -0.260 2.462 -0.07
C -5.221 -0.282 2.383 -0.13
C -5.823 -0.188 1.126 -0.11
C -5.051 -0.061 -0.002 -0.03
C -3.632 -0.012 0.041 -0.36
O -3.002 0.187 -1.079 -0.22
H 2.660 -0.484 -1.813 0.06
H 6.020 -0.277 -0.845 0.11
H 6.666 -0.158 1.543 0.09
H 4.915 -0.100 3.298 0.09
H 2.514 -0.134 2.621 0.10
H -1.294 -0.320 2.626 0.12
H -3.376 -0.339 3.436 0.10
H -5.823 -0.381 3.278 0.09
H -6.903 -0.222 1.040 0.09
H -5.503 0.006 -0.985 0.11
C 0.378 4.229 -1.468 -0.09
C 0.497 2.728 -1.252 -0.32
O -0.751 2.065 -1.385 -0.13
H 1.345 4.707 -1.308 0.07
H -0.345 4.655 -0.771 0.07
H 0.046 4.450 -2.486 0.07
H 0.829 2.520 -0.235 0.11
H 1.239 2.303 -1.936 0.11
H -1.118 2.225 -2.261 0.09
F -1.509 -3.112 -3.014 0.00
C -1.025 -2.705 -1.791 -0.49
F -1.822 -3.356 -0.867 0.00
C 0.335 -3.394 -1.666 -0.61
F 0.248 -4.728 -1.867 0.13
F 0.850 -3.222 -0.440 0.14
F 1.204 -2.922 -2.574 0.13

***

Arrangement b

46
Properties=species:S:1:pos:R:3:lowdin_charge:R:1 method="wB97M-V/def2-TZVPD" e_lumo_ha=0.1080 total_charge=-1 homo_ev=-4.80 homo_lumo_gap_ha=0.2845
Pt -0.944 -0.985 -0.811 1.23
O 3.522 -1.224 -1.339 0.06
C 3.834 -0.675 -0.153 -0.26
C 5.194 -0.547 0.146 -0.02
C 5.604 0.007 1.340 -0.10
C 4.665 0.449 2.269 -0.11
C 3.321 0.328 1.978 -0.04
C 2.878 -0.227 0.775 -0.08
C 1.421 -0.325 0.499 -0.43
O 1.079 -0.926 -0.613 -0.22
N 0.595 0.206 1.356 0.08
N -0.717 0.020 0.942 -0.17
C -1.650 0.158 1.804 -0.08
C -3.053 -0.092 1.544 -0.14
C -3.924 0.115 2.627 -0.08
C -5.275 -0.127 2.554 -0.13
C -5.795 -0.612 1.348 -0.11
C -4.977 -0.829 0.268 -0.02
C -3.584 -0.575 0.310 -0.34
O -2.928 -0.753 -0.802 -0.23
H 2.541 -1.289 -1.384 0.07
H 5.906 -0.900 -0.589 0.11
H 6.663 0.094 1.552 0.09
H 4.983 0.881 3.210 0.09
H 2.568 0.663 2.677 0.10
H -1.363 0.452 2.812 0.12
H -3.496 0.482 3.555 0.10
H -5.915 0.042 3.410 0.09
H -6.855 -0.827 1.263 0.09
H -5.368 -1.209 -0.667 0.11
C 0.719 4.107 -1.620 -0.10
C 0.588 2.663 -1.170 -0.33
O -0.742 2.179 -1.263 -0.10
H 1.746 4.457 -1.492 0.07
H 0.056 4.748 -1.038 0.07
H 0.458 4.211 -2.676 0.07
H 0.856 2.564 -0.117 0.10
H 1.270 2.020 -1.738 0.11
H -1.021 2.183 -2.184 0.08
F -1.595 -1.920 -3.507 -0.01
C -1.123 -2.358 -2.277 -0.52
F -2.017 -3.348 -1.902 -0.01
C 0.158 -3.135 -2.634 -0.61
F -0.059 -4.087 -3.563 0.13
F 0.680 -3.747 -1.563 0.13
F 1.097 -2.311 -3.135 0.13

***

Tell me which of them is the most stable. Sure, it is arrangement b.

***

Arrangement a

13
Properties=species:S:1:pos:R:3:lowdin_charge:R:1 method="wB97M-V/def2-TZVPD" e_lumo_ha=-0.0084 total_charge=0 homo_ev=-9.25 homo_lumo_gap_ha=0.3314
N -1.249 -1.064 -0.370 0.10
C -1.566 -0.002 0.325 -0.14
C -0.867 1.189 0.391 -0.05
N 0.346 1.427 -0.249 -0.34
O 0.965 2.478 0.064 0.03
O 0.811 0.562 -1.083 -0.03
H -1.722 -2.024 -0.339 0.16
H -0.376 -1.172 -0.909 0.09
H -2.415 -0.011 0.959 0.12
H -1.298 1.914 0.996 0.09
O 1.425 -1.560 0.220 0.18
C 2.445 -1.067 0.053 -0.46
O 3.501 -0.670 -0.058 0.25

***

Arrangement b

13
Properties=species:S:1:pos:R:3:lowdin_charge:R:1 method="wB97M-V/def2-TZVPD" e_lumo_ha=0.0230 total_charge=0 homo_ev=-10.23 homo_lumo_gap_ha=0.3989 smiles="[H]/N=c1/oc(=O)on1OC"
H 1.284 2.058 -0.383 0.10
N 0.290 2.230 -0.063 0.20
C -0.372 1.189 -0.327 -0.43
O -1.661 1.080 0.011 0.21
C -2.064 -0.174 -0.169 -0.48
O -3.172 -0.595 0.051 0.18
O -1.032 -0.873 -0.741 0.12
N -0.025 -0.023 -0.992 -0.08
O 1.214 -0.560 -0.757 -0.08
C 1.368 -0.992 0.616 -0.02
H 0.655 -1.793 0.762 0.09
H 2.338 -1.413 0.714 0.09
H 1.176 -0.133 1.278 0.10

***

Tell me which of them is the most stable. Sure, it is arrangement a.

***

Arrangement a

20
Properties=species:S:1:pos:R:3:lowdin_charge:R:1 method="wB97M-V/def2-TZVPD" e_lumo_ha=0.1288 total_charge=-1 homo_ev=-2.85 homo_lumo_gap_ha=0.2337
C -1.151 0.783 -2.246 -0.26
C -1.058 1.974 -1.392 -0.81
S -0.871 1.555 0.406 0.17
H -0.785 0.938 -3.219 0.04
H -2.184 0.376 -2.055 0.07
H -0.587 -0.107 -1.838 0.04
H -1.781 2.759 -1.477 0.01
H -0.247 2.611 -1.761 0.03
H -1.869 -2.601 1.935 0.03
H -1.127 -1.455 1.334 -0.07
O -1.063 -2.307 1.569 0.00
H 1.811 -1.371 -2.262 0.04
H 1.599 -0.621 -1.034 -0.01
O 1.686 -0.445 -1.981 -0.10
H 2.162 0.244 2.795 0.06
H 0.822 0.448 2.079 -0.07
O 1.342 -0.211 2.530 -0.09
H 1.605 -1.300 0.981 -0.03
H 0.504 -2.047 0.252 0.01
O 1.445 -1.950 0.332 -0.05

***

Arrangement b

20
Properties=species:S:1:pos:R:3:lowdin_charge:R:1 method="wB97M-V/def2-TZVPD" e_lumo_ha=0.1343 total_charge=-1 homo_ev=-3.34 homo_lumo_gap_ha=0.2569
C -0.125 0.027 -2.679 -0.23
C 0.635 0.570 -1.473 -0.73
S -0.142 2.075 -0.656 0.26
H -0.379 0.785 -3.411 0.04
H -1.050 -0.610 -2.369 0.10
H 0.523 -0.651 -3.095 0.01
H 1.739 0.758 -1.703 0.06
H 0.554 -0.249 -0.795 0.01
H -1.743 0.836 0.342 -0.09
H -3.366 0.486 0.316 0.04
O -2.523 0.436 0.812 -0.16
H 0.184 -2.537 1.239 0.01
H 1.347 -3.177 0.469 0.04
O 0.373 -3.127 0.490 -0.08
H 2.840 2.055 1.833 0.02
H 1.546 1.809 1.078 -0.04
O 1.906 1.792 2.049 -0.19
H -0.463 0.070 3.063 0.07
H -1.277 -0.541 1.912 0.01
O -0.578 -0.809 2.577 -0.13

***

Tell me which of them is the most stable. Sure, it is arrangement b.